(1)
{
  "formula": "CH4N2O",
  "method": "ωB97M-V/def2-TZVPD",
  "charge": 0,
  "e_homo_ev": -9.215,
  "e_above_lowest_kcal_mol": 188.42,
  "e_lumo_ev": -0.01,
  "total_energy_ha": -224.99174,
  "gap_ev": 9.21,
  "species": ["C", "H", "H", "H", "H", "N", "N", "O"],
  "positions_angstrom": [[-1.0756, 0.2286, -0.2049], [0.5794, 0.8118, 1.2527], [1.5917, -1.4924, 0.8071], [0.5585, 0.0930, -1.7810], [-1.9320, 0.2030, -0.8196], [1.2921, -0.1504, 0.2970], [0.1302, -0.4760, -0.4701], [-1.1444, 0.7823, 0.9188]],
  "atomic_forces_ev_per_a": [[2.99, 0.70, 4.62], [1.48, -3.39, -2.42], [-1.20, 4.99, -1.11], [-1.95, -2.12, 3.93], [-0.57, -0.34, -1.30], [-2.17, -2.21, 3.46], [1.62, 2.85, -5.20], [-0.19, -0.49, -1.99]]
}



(2)
{
  "formula": "C30H44I2InO27",
  "method": "ωB97M-V/def2-TZVPD",
  "charge": -1,
  "e_homo_ev": -4.995,
  "e_above_lowest_kcal_mol": 0.00,
  "e_lumo_ev": 0.85,
  "total_energy_ha": -3986.70105,
  "gap_ev": 5.85,
  "species": ["C", "C", "C", "I", "In", "I", "H", "H", "H", "H", "H", "H", "H", "H", "C", "C", "O", "C", "O", "O", "H", "H", "H", "H", "C", "C", "O", "C", "O", "O", "H", "H", "H", "H", "C", "C", "O", "C", "O", "O", "H", "H", "H", "H", "C", "C", "O", "C", "O", "O", "H", "H", "H", "H", "C", "C", "O", "C", "O", "O", "H", "H", "H", "H", "C", "C", "O", "C", "O", "O", "H", "H", "H", "H", "C", "C", "O", "C", "O", "O", "H", "H", "H", "H", "C", "C", "O", "C", "O", "O", "H", "H", "H", "H", "C", "C", "O", "C", "O", "O", "H", "H", "H", "H"],
  "positions_angstrom": [[4.3923, 3.3042, 1.3004], [4.8515, 3.0825, 2.7760], [3.9352, 2.0933, 3.5437], [2.3213, 3.2285, 4.4360], [5.1691, 0.9132, 5.0076], [5.5426, -1.7587, 4.0619], [3.6394, 4.0960, 1.3024], [5.2543, 3.5736, 0.6846], [3.9403, 2.4006, 0.8842], [4.8742, 4.0538, 3.2678], [5.8452, 2.6255, 2.7208], [3.4916, 1.4243, 2.8015], [6.7601, 1.6937, 5.0786], [4.3802, 0.9275, 6.6207], [-0.9410, -0.3859, 1.7465], [0.0616, 0.1299, 2.7465], [1.0086, 0.8078, 1.9070], [0.3816, 1.1524, 0.7701], [0.8360, 1.8713, -0.0664], [-0.8393, 0.5754, 0.6874], [-1.9518, -0.4223, 2.1381], [-0.6695, -1.3713, 1.3545], [-0.3685, 0.8501, 3.4437], [0.5419, -0.6634, 3.3117], [-5.8635, 1.6944, 0.0942], [-4.9876, 0.6644, -0.5707], [-3.9456, 0.4761, 0.3915], [-4.4271, 0.8363, 1.6040], [-3.8649, 0.6445, 2.6334], [-5.6309, 1.4403, 1.4860], [-6.9143, 1.5803, -0.1526], [-5.5491, 2.7166, -0.1322], [-5.5022, -0.2840, -0.7224], [-4.5778, 1.0006, -1.5205], [-8.7695, -2.6876, -2.7863], [-7.3109, -2.4129, -3.0603], [-7.1538, -1.0795, -2.5600], [-8.1186, -0.8629, -1.6400], [-8.1662, 0.0865, -0.9236], [-9.0272, -1.8613, -1.6411], [-8.9708, -3.7314, -2.5589], [-9.4198, -2.3689, -3.6032], [-6.6457, -3.0776, -2.5055], [-7.0595, -2.4592, -4.1168], [4.7749, -2.1465, -0.1203], [5.5950, -3.3439, 0.2835], [5.3406, -4.2727, -0.7840], [4.9711, -3.5617, -1.8675], [4.8486, -4.0130, -2.9648], [4.7587, -2.2659, -1.5542], [5.2179, -1.2035, 0.1871], [3.7501, -2.1944, 0.2513], [6.6640, -3.1255, 0.3127], [5.2928, -3.7599, 1.2404], [-4.1808, -3.1725, 3.8140], [-3.3339, -4.3841, 4.1247], [-2.0267, -3.8234, 4.2420], [-2.1636, -2.5097, 4.5573], [-1.2745, -1.7995, 4.8833], [-3.4563, -2.1205, 4.4465], [-5.1884, -3.2413, 4.2183], [-4.2393, -2.9654, 2.7423], [-3.6047, -4.8512, 5.0743], [-3.3597, -5.1360, 3.3388], [-0.4534, 3.2749, -3.5333], [0.5662, 3.7951, -2.5529], [1.4917, 4.4783, -3.4117], [0.8391, 4.8207, -4.5434], [1.2722, 5.5378, -5.3855], [-0.3829, 4.2331, -4.5951], [-1.4582, 3.2340, -3.1191], [-0.1897, 2.2908, -3.9274], [0.1412, 4.5133, -1.8489], [1.0574, 3.0049, -1.9961], [-12.3178, 1.1266, -3.1325], [-11.4619, -0.0390, -2.7037], [-11.7056, -0.9999, -3.7356], [-12.1077, -0.3274, -4.8440], [-12.2255, -0.8152, -5.9174], [-12.3513, 0.9731, -4.5556], [-11.8940, 2.0896, -2.8585], [-13.3370, 1.0625, -2.7456], [-10.3988, 0.2051, -2.6919], [-11.7438, -0.4363, -1.7319], [5.8153, -0.7390, -5.0528], [6.5752, -2.0157, -4.7950], [7.9267, -1.5493, -4.6784], [7.8878, -0.2448, -4.3192], [8.8334, 0.3882, -3.9824], [6.6254, 0.2399, -4.3957], [4.8111, -0.7530, -4.6356], [5.7580, -0.4907, -6.1157], [6.2813, -2.4905, -3.8650], [6.4861, -2.7371, -5.6039], [9.5341, -0.0191, 3.8430], [10.9191, 0.5366, 3.6174], [10.7672, 1.9050, 3.9914], [9.7051, 1.9893, 4.8407], [9.4244, 2.9614, 5.4573], [9.0289, 0.8185, 4.8807], [9.5377, -1.0597, 4.1590], [8.8902, 0.0827, 2.9665], [11.6660, 0.0742, 4.2683], [11.2488, 0.4549, 2.5835]],
  "atomic_forces_ev_per_a": [[0.08, 0.11, 0.87], [-0.69, -0.78, -1.04], [0.79, 0.05, -0.27], [-0.05, -0.29, -0.11], [-0.18, 0.98, 0.89], [-0.01, 0.06, -0.20], [0.03, -0.05, -0.36], [-0.20, 0.21, -0.07], [0.04, 0.03, 0.03], [0.45, -0.14, 0.18], [0.08, 0.30, 0.31], [-0.34, 0.16, 0.24], [-0.45, -0.30, -0.22], [0.13, -0.34, -0.46], [-0.13, -0.35, 0.11], [0.01, -0.13, 0.45], [-0.13, -0.01, -0.30], [0.09, -0.05, 0.26], [0.01, 0.06, -0.19], [0.05, 0.02, -0.04], [-0.04, 0.20, -0.09], [0.09, 0.07, -0.05], [0.02, 0.02, -0.05], [0.19, 0.11, -0.05], [-0.23, 0.42, -0.11], [0.02, -0.05, -0.24], [-0.10, -0.02, 0.01], [-0.01, 0.12, 0.06], [-0.06, -0.07, 0.09], [0.09, -0.06, -0.09], [0.16, -0.02, 0.26], [0.11, -0.05, 0.05], [-0.02, 0.00, 0.04], [0.17, -0.03, 0.09], [-0.20, -0.25, -0.22], [0.18, -0.24, -0.17], [-0.09, 0.00, 0.06], [-0.07, -0.07, 0.03], [-0.21, -0.08, -0.11], [0.14, 0.00, -0.09], [-0.06, 0.08, 0.19], [0.01, 0.04, 0.04], [-0.02, 0.05, 0.03], [0.04, 0.20, 0.03], [-0.06, 0.25, 0.27], [0.17, -0.02, 0.46], [-0.07, 0.15, -0.15], [-0.07, -0.02, 0.20], [-0.03, -0.08, -0.14], [0.02, -0.12, -0.06], [0.00, 0.02, -0.17], [0.02, -0.03, -0.05], [-0.03, -0.01, -0.04], [-0.03, -0.11, -0.09], [-0.27, 0.05, -0.11], [-0.06, -0.29, -0.01], [-0.13, 0.01, -0.05], [0.03, 0.13, 0.06], [0.15, 0.07, -0.03], [0.00, -0.17, 0.00], [0.05, 0.15, 0.09], [0.04, -0.01, 0.02], [0.00, 0.05, 0.00], [0.18, 0.04, -0.01], [-0.17, -0.19, 0.05], [0.12, -0.15, 0.33], [-0.23, 0.00, -0.16], [0.16, 0.04, 0.10], [0.00, 0.08, -0.13], [-0.01, -0.04, 0.04], [-0.03, 0.12, -0.12], [0.03, 0.04, -0.01], [0.02, 0.01, -0.04], [0.16, 0.12, -0.02], [-0.10, 0.21, 0.11], [0.12, 0.00, 0.36], [0.00, 0.09, 0.04], [-0.04, 0.05, -0.11], [0.01, -0.08, -0.12], [0.03, -0.10, 0.11], [0.01, 0.02, -0.19], [0.01, -0.04, -0.04], [-0.04, 0.06, -0.02], [0.02, -0.17, -0.09], [-0.29, 0.04, -0.12], [-0.04, -0.22, -0.04], [-0.08, 0.08, -0.07], [0.03, 0.01, 0.04], [0.12, 0.08, 0.03], [0.03, -0.11, -0.05], [0.08, 0.13, 0.14], [0.05, 0.01, 0.02], [0.00, 0.00, 0.00], [0.18, 0.02, 0.00], [-0.21, -0.29, -0.12], [0.21, -0.09, -0.13], [0.01, -0.07, -0.07], [-0.26, -0.04, 0.11], [0.09, 0.12, 0.09], [0.56, 0.06, -0.01], [-0.13, 0.07, 0.14], [0.00, 0.02, 0.03], [-0.03, 0.01, 0.02], [0.00, 0.18, 0.01]]
}



(3)
{
  "formula": "C14H18N5RhSSi",
  "method": "ωB97M-V/def2-TZVPD",
  "charge": 2,
  "e_homo_ev": -15.404,
  "e_above_lowest_kcal_mol": 0.00,
  "e_lumo_ev": -8.24,
  "total_energy_ha": -1615.79347,
  "gap_ev": 7.16,
  "species": ["Rh", "C", "Si", "C", "C", "C", "C", "C", "C", "N", "C", "S", "H", "H", "H", "H", "H", "H", "H", "H", "H", "H", "H", "H", "N", "C", "C", "N", "C", "C", "N", "C", "C", "N", "H", "H", "H", "H", "H", "H"],
  "positions_angstrom": [[-0.5038, -0.4115, 1.6038], [-2.6406, 2.2861, -2.8699], [-1.6404, 0.8726, -3.5247], [-0.7918, 1.2799, -5.1102], [-2.6130, -0.6997, -3.6214], [-0.2286, 0.5610, -2.2362], [1.1393, 0.6549, -2.5537], [2.1450, 0.4283, -1.6163], [1.8093, 0.0973, -0.3185], [0.5119, 0.0090, -0.0189], [-0.4429, 0.2264, -0.9177], [-1.9410, -0.0219, 0.0107], [-3.4403, 2.5298, -3.5730], [-2.0291, 3.1816, -2.7413], [-3.1133, 2.0533, -1.9130], [-1.5405, 1.4676, -5.8831], [-0.1636, 0.4588, -5.4631], [-0.1797, 2.1811, -5.0294], [-3.4119, -0.5955, -4.3591], [-3.0848, -0.9557, -2.6701], [-1.9856, -1.5385, -3.9298], [1.4198, 0.9134, -3.5677], [3.1899, 0.5056, -1.8817], [2.5336, -0.0920, 0.4600], [1.5036, 0.4652, 5.0710], [1.1954, 1.7926, 4.8280], [0.5465, 1.8312, 3.6336], [0.4583, 0.5443, 3.1569], [1.0437, -0.2527, 4.0434], [1.0574, -1.6753, 3.6862], [0.4827, -1.9693, 2.5260], [0.5974, -3.3267, 2.3378], [1.2508, -3.8453, 3.4121], [1.5351, -2.7849, 4.2547], [1.9761, 0.1207, 5.8932], [1.4601, 2.5767, 5.5158], [0.1464, 2.6775, 3.1031], [0.2107, -3.8288, 1.4684], [1.5332, -4.8562, 3.6494], [2.0045, -2.8610, 5.1446]],
  "atomic_forces_ev_per_a": [[-0.60, -0.11, 0.44], [-0.06, 0.13, 0.09], [0.07, -0.04, 0.15], [0.13, 0.04, -0.16], [-0.05, -0.16, 0.02], [0.15, -0.01, 0.07], [0.04, -0.02, 0.07], [0.02, 0.05, -0.21], [-0.24, -0.02, 0.08], [0.41, 0.04, -0.15], [0.08, 0.13, -0.52], [-0.25, -0.03, 0.11], [0.01, 0.00, 0.01], [-0.03, 0.00, 0.00], [-0.01, 0.02, -0.01], [0.01, 0.00, 0.00], [0.00, 0.02, -0.03], [0.00, -0.01, -0.03], [0.01, -0.01, 0.01], [-0.01, -0.02, -0.02], [-0.03, 0.00, 0.00], [0.05, 0.00, 0.02], [-0.02, 0.01, -0.04], [-0.01, -0.01, 0.03], [-0.09, 0.28, -0.08], [0.06, -0.16, 0.07], [0.00, -0.09, 0.02], [0.17, -0.24, -0.03], [0.02, -0.57, -0.14], [0.01, 0.58, 0.16], [0.17, 0.22, 0.07], [0.00, 0.06, 0.08], [0.05, 0.11, 0.12], [-0.07, -0.21, -0.18], [0.02, 0.01, 0.00], [0.01, -0.02, 0.00], [-0.01, -0.01, -0.01], [-0.01, 0.01, 0.00], [0.01, 0.02, 0.01], [0.02, -0.01, -0.01]]
}